A structure of composition C19H33Cl2N4O4Sn at a distorted geometry. Source: the Open Molecules 2025 dataset; level of theory: wB97M-V/def2-TZVPD.

Geometry as XYZ:
```
63
Properties=species:S:1:pos:R:3:forces:R:3
C -1.07905 -5.44233 -0.04802 0.1 0.0 0.1
H -1.08725 -0.45474 5.79965 0.2 -0.1 0.0
H 5.58927 0.79489 -0.75087 0.0 -0.2 0.1
C -0.45441 -3.23447 0.68742 -0.1 2.3 1.2
H -2.04934 -3.62062 2.65431 0.1 -0.1 -0.2
N 3.65844 0.18823 -0.21961 0.8 0.5 -0.5
Cl -0.95587 -1.07641 -1.35272 0.0 -0.7 -0.8
H -1.62468 2.29989 -7.79717 0.3 0.0 0.4
H 3.30789 -0.40681 1.74334 0.0 0.2 -0.3
H -4.83994 0.34187 2.97297 -0.1 0.2 0.0
H 2.73116 -0.65483 -1.90316 0.0 0.2 0.0
H -2.97467 -4.87335 1.76224 0.1 0.1 0.1
H -1.65072 2.64606 -0.15747 -0.1 -0.2 -0.1
H -2.07858 -5.73787 -0.38111 0.1 0.2 0.0
C -2.54078 2.05492 0.07991 -0.2 0.9 0.2
H 1.62895 0.41615 5.71511 -0.5 -0.3 -0.2
C -2.25100 0.91616 0.97083 0.9 -1.6 0.3
C 0.94906 2.62906 -4.85538 0.7 1.3 -1.2
H -0.48776 -5.12722 -0.90845 -0.1 -0.1 0.0
H 3.98842 0.58599 -2.22731 -0.1 -0.1 0.0
H 1.66067 1.69089 2.57446 0.0 0.1 -0.1
H -4.57269 1.91024 2.16356 0.1 -0.2 0.0
H -0.06166 -1.87459 5.48017 0.0 0.2 -0.1
O -0.53948 -2.22550 1.46563 0.0 -3.0 -0.6
H -1.92846 0.98599 -5.64124 0.1 0.4 -0.1
H 5.37306 0.37552 0.97394 0.0 0.0 -0.1
Sn -0.26729 -0.16118 0.79979 -1.9 1.5 -1.2
H -1.29888 0.63958 -3.22625 -0.2 0.1 -0.1
H 4.77662 1.92374 0.32582 -0.1 -0.2 0.0
H 1.70397 2.61238 -4.06541 -0.3 0.2 -0.2
N 1.79252 1.25236 3.49033 0.0 -0.1 0.5
H 0.19117 -3.21714 -0.19979 -0.2 0.0 0.2
C 3.15325 0.30314 -1.58303 -0.2 0.1 0.0
C -0.06613 -0.84773 5.85531 0.0 0.0 0.1
H 2.37291 1.07078 -1.64827 0.0 -0.1 0.0
C -0.25555 1.93275 -4.66778 -0.7 -1.1 3.0
H -3.74543 1.53002 3.66714 0.1 -0.1 -0.1
C 1.13614 3.34570 -6.04516 -0.2 -0.5 0.9
O -0.32066 2.09871 -2.24176 1.1 0.6 1.4
C 2.90446 -0.36669 0.72104 -1.3 -0.8 0.3
H -1.53983 -5.33949 2.69114 0.0 0.1 0.0
C -1.11669 1.71537 -5.76311 -0.1 0.1 -1.4
C 0.84046 0.36320 3.86668 -1.0 -0.6 -1.9
C -0.64321 1.52773 -3.27357 -0.5 -0.3 -3.7
C -4.08653 1.09682 2.71505 -0.5 -0.1 0.0
H 0.25738 -0.86623 6.90001 -0.2 -0.1 -0.1
C -0.92716 2.42500 -6.95814 -0.4 -0.9 1.0
C -2.95898 0.41874 1.97831 -0.5 0.4 0.3
H -3.27329 2.72999 0.55013 0.0 0.0 -0.2
N -1.15283 -4.33496 0.89381 -0.3 -0.8 0.0
C 0.16383 3.30823 -7.06279 0.4 0.5 -0.5
H -0.61192 -6.31998 0.41156 0.0 0.1 0.0
O 1.75391 -0.86416 0.47321 2.2 -0.6 0.2
Cl 0.82932 1.99542 0.58716 0.9 1.4 0.3
C 4.91383 0.85528 0.10420 -0.4 0.1 0.2
H 2.04008 3.94185 -6.16307 -0.1 0.0 -0.1
C -1.97920 -4.54306 2.07874 0.0 0.0 -0.3
N 0.87509 0.01108 5.16618 0.4 0.1 0.7
H 2.24747 1.75681 4.24228 -0.1 0.1 -0.5
H -2.95015 1.70470 -0.87884 0.2 0.0 0.2
H 0.28308 3.92619 -7.95686 0.0 -0.2 0.2
H -2.76920 -0.58570 2.37253 0.5 0.3 0.2
O 0.01686 -0.14638 3.04239 1.3 0.7 2.7
```
Positions in Å, forces in eV/Å.

Values from the calculation:
LUMO energy (spin up / spin down)   0.0710 / 0.0674 Eh
Strongest force on any atom   3.72 eV/Å
Charge   -1
DFT total energy   -65264.5621 eV
HOMO-LUMO gap (spin up / spin down)   0.122 / 0.063 Eh
E_HOMO (spin up / spin down)   -1.3875 / 0.1063 eV
Relative energy (zero: lowest compared OMol25 entry of this formula, charge and spin)   9.95 kcal/mol

The ion C19H33F4N3O7P with charge +1 at a distorted geometry. Source: the Open Molecules 2025 dataset; level of theory: wB97M-V/def2-TZVPD.

Geometry as XYZ:
```
67
Properties=species:S:1:pos:R:3:forces:R:3
F 2.53439 -4.08027 1.83624 1.3 3.1 0.8
H 4.88317 2.95564 2.50733 -0.9 -1.5 0.6
H 1.67204 3.48296 1.70988 0.0 -0.6 0.4
H -7.38492 0.63014 0.40048 1.1 -0.4 1.1
O -3.61686 1.40075 3.16477 -0.9 -1.3 -1.0
C -0.30588 0.35943 -1.33365 0.0 0.9 -1.3
P 3.03333 -1.81524 -0.33578 1.6 -1.1 -0.9
C -4.99467 0.99026 3.16641 -2.6 -1.8 2.6
H 1.40637 -2.35193 -2.27109 0.2 -0.5 1.4
H 0.86255 1.83568 -0.17429 0.2 -1.6 -0.7
H 0.16101 2.34532 -2.37425 -0.9 -1.3 -0.3
O 3.53650 0.20255 1.37263 -1.6 0.3 0.1
N 1.91568 1.71724 2.50399 -1.7 -3.0 -2.5
H -0.52715 1.80019 3.24661 0.5 -0.4 -0.9
H -7.38213 -0.31298 1.99521 1.1 0.7 -1.2
H -1.21549 -0.08775 -4.75422 1.5 0.4 -0.2
H 4.08537 2.02998 3.93099 0.4 -0.2 -1.6
H 0.60437 -2.30913 -0.57755 1.1 -0.5 -0.9
C 0.74990 0.70254 -3.79696 -0.6 1.3 -0.3
H -3.44144 -0.60762 2.59768 1.5 0.9 0.9
H -2.05542 1.11904 1.11347 0.6 -1.0 1.4
O 0.52033 -0.72234 -5.85040 -1.1 -1.6 1.6
C -6.01377 1.49672 2.02949 0.0 0.3 -0.9
F 3.31366 -3.27167 3.80825 -0.4 0.7 -2.7
C -0.21560 1.30780 -2.66106 -0.1 -1.0 0.2
O 1.63002 -2.53207 -4.97520 -4.1 2.1 -0.9
N -0.39255 1.15735 2.44045 1.2 -1.4 -1.2
O -5.44190 0.23424 4.07000 2.3 2.9 -3.7
N 1.11092 -0.02128 0.84686 0.4 1.8 1.7
C 0.81396 0.94819 1.91278 0.5 0.5 1.3
H 5.28615 1.18123 2.74678 -1.6 1.1 0.2
H 4.30181 -0.08158 -1.07383 -0.2 -0.9 -0.4
H -2.31923 -0.06466 4.03426 -0.6 0.2 -1.3
H 1.44788 -0.11924 -3.42507 -1.1 0.9 -0.6
H -0.35890 -0.70763 -1.72386 0.3 1.3 0.8
C 3.16942 -2.92143 2.40800 0.2 -2.0 2.4
C 2.23906 -1.61725 2.39447 -0.7 -1.0 0.9
H 1.60998 -3.78466 -1.03197 0.2 1.9 -0.3
C 3.22584 1.51339 1.83893 2.8 2.2 0.2
C 2.42434 -0.64908 1.09166 -1.0 -0.8 0.4
H 3.31266 2.25304 0.94672 -0.5 -1.2 1.0
C -1.59624 0.44046 1.93221 -2.2 0.4 -1.1
C -2.75096 0.21636 3.01797 -0.1 -0.5 -0.2
C -0.16597 0.27706 -5.05208 0.0 0.6 0.0
H -5.50349 2.14452 1.23343 -0.5 -0.9 1.4
H 1.40546 1.57727 -4.16120 -0.8 -1.6 0.5
H -0.45922 -3.91395 -4.64349 -0.5 1.9 -0.5
C -6.72442 0.25369 1.24877 0.7 0.1 1.0
O 1.55459 3.03224 2.58209 0.1 1.5 0.4
H -1.65628 -2.73530 -5.55571 1.4 -0.1 1.1
H -1.12297 -2.44021 -3.78043 0.3 -0.4 -1.5
H -1.31191 0.60568 -0.86189 1.5 -0.4 -0.2
C 0.97835 0.71262 -0.45093 -1.2 1.6 -1.2
C 4.43196 1.95260 2.84357 0.2 0.0 -0.4
C 0.51223 -1.99776 -5.21738 3.6 -1.8 0.5
H -5.87461 -0.41651 0.86667 -1.5 0.8 0.3
C 1.51893 -2.64403 -1.17362 -0.6 0.5 0.4
H 4.23584 -2.77182 2.04291 -1.7 -0.3 0.1
F 2.54607 -0.92768 3.62295 -1.1 -1.0 -3.0
H 1.88686 0.67167 -1.13934 -0.9 -0.3 1.2
H -6.86304 2.12748 2.47791 1.6 -0.9 -0.3
H -1.28457 1.33024 -3.10149 1.7 0.4 0.8
F 0.87716 -2.09289 2.44483 2.7 1.3 0.1
H -0.31511 1.18970 -5.74463 0.3 -1.5 1.1
C -0.78998 -2.82344 -4.80975 0.2 0.5 0.2
O 3.91012 -0.87548 -1.51127 -1.8 0.3 1.7
H -1.36084 -0.54768 1.39529 0.2 1.5 1.2
```
Positions in Å, forces in eV/Å.

Values from the calculation:
LUMO energy   -0.1576 Eh
Strongest force on any atom   5.21 eV/Å
Charge   +1
Structure (SMILES)   CCC(=O)OCCNC1=[N+](CCCCCOC(C)=O)[C@](P(C)O)(C(F)(F)C(F)F)O[C@H](C)N1O
DFT total energy   -59185.4110 eV
HOMO-LUMO gap   0.269 Eh
E_HOMO   -11.6074 eV

A cluster of 2 separate species, C19H33N3O3PS2 in total at a distorted geometry. Source: the Open Molecules 2025 dataset; level of theory: wB97M-V/def2-TZVPD.

Geometry as XYZ:
```
61
Properties=species:S:1:pos:R:3:forces:R:3
C -1.72071 -3.71606 2.28101 -0.2 0.2 0.1
H -3.78051 -6.22268 2.75834 -0.1 0.1 -0.1
H 6.40403 4.64520 -1.36531 -1.2 -0.5 -1.5
C 2.93229 4.12398 -2.64441 -3.6 -4.5 -0.7
H -4.33946 -5.04048 0.46352 0.2 0.2 0.1
C 0.03428 2.26145 -2.94696 1.5 -0.8 0.9
H -2.61237 -5.18856 0.09392 -0.1 0.2 0.3
H -1.00613 -4.12921 1.56033 -0.2 0.0 0.1
H -3.46711 -0.89541 1.69083 0.0 0.0 -0.1
H -4.12578 -4.23895 3.44174 0.0 0.1 -0.2
H 5.15312 1.81804 -2.24553 -2.0 0.3 1.3
C 2.86587 2.49987 -2.25530 -0.8 1.9 -1.4
C 1.49497 4.77202 -3.19297 -2.0 -2.8 0.1
O 5.98116 4.29305 -2.21856 -2.5 1.7 0.0
N 1.34112 0.12275 -2.07050 -2.9 5.5 -1.8
P 4.50528 5.18865 -2.44657 1.7 4.4 4.6
S 4.27034 2.14486 0.17815 -0.5 0.4 0.0
H -2.76966 -0.61021 0.10804 -0.2 -0.2 0.0
C 4.15133 1.67271 -1.65829 -1.7 -0.6 -0.8
H -1.91251 -1.96568 3.53763 0.1 -0.1 0.0
N -3.09886 -3.74645 1.61644 -0.4 -0.2 -0.4
H 1.73762 2.71944 0.28771 2.4 0.9 0.6
O 4.80151 6.28422 -3.80484 -1.8 -4.1 1.1
H 2.87777 4.26257 0.15004 -0.2 -2.1 0.9
H 2.61546 2.45967 2.89123 0.3 1.9 -1.3
C 1.31849 6.37136 -3.60786 -0.5 -0.2 1.1
H 0.84879 6.52060 -4.67811 1.2 -0.6 2.1
H -0.90847 4.35873 -3.69967 2.7 -1.1 0.9
H -4.09667 -2.50053 3.06606 0.0 -0.2 -0.2
H -5.17404 -3.58654 2.13484 0.2 0.0 0.1
H -4.21448 -2.67118 0.12561 0.2 -0.2 0.1
H 0.53510 6.84148 -2.84182 1.7 -1.1 -1.6
C -3.27746 -6.36274 1.79786 0.2 -0.1 -0.2
C 0.10485 3.85529 -3.32545 2.7 -0.1 0.8
C -1.29209 -2.31681 2.70532 0.0 0.2 0.1
H -1.76856 -4.35661 3.16559 -0.1 -0.1 -0.3
H 1.53361 3.93326 2.42585 2.3 -1.0 -0.5
H -1.30170 -6.35729 2.74238 0.0 -0.1 -0.1
H -3.84786 -7.14220 1.27581 -0.1 0.3 0.0
C -2.75474 -1.29730 0.96179 0.0 0.1 0.0
H -0.26477 -2.36112 3.08600 -0.2 -0.2 0.0
H 3.92285 0.50166 -1.66985 0.2 2.7 -0.2
H 3.39072 4.25383 2.66715 -1.6 -2.1 -0.9
H -1.08497 -0.32400 1.91519 0.0 -0.2 -0.1
H -1.95491 -7.95212 2.40775 0.0 0.2 -0.1
C 2.76439 3.20443 0.64828 -1.6 1.0 0.0
S -0.36735 -0.25583 -2.36999 2.4 4.1 -0.7
H 4.38446 5.84096 -4.61118 0.9 0.9 1.2
N -1.09824 1.25767 -2.95269 5.8 1.5 1.1
H -2.52335 -3.01683 -0.31537 -0.1 -0.1 0.3
C 1.45098 1.62301 -2.41541 -0.9 -1.1 0.1
H -0.63037 -1.59936 0.78729 0.0 0.0 0.0
O 4.34137 6.11664 -1.13827 0.3 -3.6 -5.0
C -1.88106 -6.93172 2.01535 0.3 -0.1 0.3
H 2.30998 6.98227 -3.46185 -1.9 -1.4 -0.4
C 2.60962 3.44878 2.26376 -0.3 0.6 0.0
C -3.18270 -2.68292 0.49503 0.1 0.1 0.3
C -1.35886 -1.32323 1.55971 0.1 0.2 0.0
C -4.20860 -3.49986 2.64217 0.6 -0.1 -0.4
H -1.31711 -6.97364 1.07796 -0.1 0.0 0.1
C -3.33992 -5.11295 0.91109 -0.3 0.2 0.5
```
Positions in Å, forces in eV/Å.

Values from the calculation:
LUMO energy   -0.1441 Eh
Strongest force on any atom   6.60 eV/Å
Charge   +1
DFT total energy   -61794.2031 eV
HOMO-LUMO gap   0.233 Eh
E_HOMO   -10.2664 eV

A structure of composition C19H34BrGeNO5Pt at a distorted geometry. Source: the Open Molecules 2025 dataset; level of theory: wB97M-V/def2-TZVPD.

Geometry as XYZ:
```
62
Properties=species:S:1:pos:R:3:forces:R:3
H -0.86945 0.95645 -3.41524 -0.1 0.0 -0.1
H -2.60757 2.20135 4.71085 -0.1 0.0 0.0
C 3.28068 0.17082 -3.34563 0.1 0.1 -0.1
C -0.38852 2.95990 3.30432 0.1 -0.1 -0.3
C 3.97718 -0.12904 -1.03602 0.0 0.0 0.0
Pt -0.06909 -0.46424 -0.72589 0.5 -0.7 -0.2
C -1.03632 1.58769 3.34569 -0.5 0.3 1.0
H -0.94054 3.63723 2.65033 0.0 0.0 0.0
H -0.36584 3.38501 4.30614 0.0 0.0 0.0
H -3.88064 1.38106 -1.25005 0.0 0.1 0.0
H 5.31774 -0.06884 -2.70294 0.0 0.0 0.0
C -1.42957 -3.15214 1.52414 0.1 0.4 0.1
O -1.69033 -1.01354 0.31831 -0.4 -0.2 0.2
C 3.59032 0.33022 -4.80653 -0.1 -0.1 0.0
C -2.36927 -2.32015 0.67164 -0.1 -0.7 0.2
H -0.56107 -0.39482 4.10444 -0.1 0.0 0.1
O 0.67070 -2.34651 -0.98492 0.4 0.0 0.0
N 1.66371 0.07773 -1.59514 0.4 0.0 -0.3
C 2.65264 -0.07067 -0.70608 0.1 0.2 -0.2
C -2.76503 -3.04610 -0.60219 0.1 0.3 -0.1
H 3.00903 1.14051 -5.24542 0.0 0.0 0.0
H -3.33855 -1.28975 2.32708 0.0 -0.1 0.1
H -0.65332 0.86394 5.34390 0.0 0.0 0.0
C 4.28166 -0.01578 -2.38960 0.0 0.0 0.0
H -4.31465 -1.35956 0.82737 0.0 -0.1 0.0
O -0.96641 0.99038 2.02270 0.0 -0.1 -0.1
H 0.20740 -3.25659 -2.79981 0.0 0.0 0.0
H 1.14295 0.33292 -3.59135 -0.1 -0.1 0.0
H -1.24816 -2.68488 2.49396 0.0 0.0 0.0
H 0.63877 2.89312 2.94007 0.0 0.0 0.1
H 3.33781 -0.58237 -5.35026 0.0 0.0 0.0
Br 1.92253 -0.16875 1.02938 -0.7 0.3 0.4
C -3.60100 -1.90343 1.45508 0.1 0.3 -0.1
H -0.98571 3.74937 -0.90145 0.0 0.0 0.0
H 4.74133 -0.25811 -0.28095 0.0 0.0 0.0
H 0.74998 0.79027 4.28844 0.0 -0.1 0.0
H 0.06032 2.31475 -2.70018 0.0 0.0 0.0
H -3.70190 2.01197 -2.88154 0.0 0.0 0.0
H -1.33739 2.61841 -3.73105 0.0 0.0 0.0
H -1.91265 -3.53623 -1.07330 0.0 -0.1 0.0
H -1.88228 -4.12701 1.69892 0.0 0.0 0.0
C -0.93227 1.95067 -2.97292 0.3 -0.2 0.2
H -3.14247 0.37553 -2.51696 0.0 0.0 0.0
H -2.97344 0.72169 3.80801 -0.1 0.1 0.1
C 0.13002 -2.40603 -2.12085 -0.2 0.0 -0.2
Ge -2.27144 0.66894 0.90913 0.2 0.2 0.0
H -3.47970 -3.82887 -0.35371 0.0 0.0 0.0
H -3.23797 -2.37449 -1.32130 0.0 0.0 0.0
H -4.10141 -2.79371 1.83323 -0.1 0.0 0.0
H 4.64668 0.53245 -4.96265 0.0 0.0 0.0
H -0.46985 -3.30807 1.03345 0.0 -0.1 -0.1
H -2.37982 4.03734 -1.95411 0.0 0.0 0.0
H -3.03660 2.32715 2.99469 -0.1 0.0 0.1
C -0.33295 0.64922 4.32707 0.3 0.0 -0.3
C -3.22093 1.39260 -2.12599 0.1 -0.2 0.2
C -1.96288 3.37006 -1.20055 0.1 -0.1 0.2
C -2.51658 1.71485 3.74292 0.3 -0.2 -0.3
O -0.53526 -1.34440 -2.43085 -0.7 -0.3 -0.4
O -1.28729 1.13251 -0.65403 0.8 0.5 0.0
H -2.62885 3.39575 -0.33238 0.0 0.0 0.0
C -1.86121 1.97226 -1.78361 -0.4 0.4 -0.2
C 1.96420 0.19737 -2.90623 0.1 0.0 0.2
```
Positions in Å, forces in eV/Å.

Values from the calculation:
⟨S²⟩   0.756
LUMO energy (spin up / spin down)   -0.4694 / -0.4723 Eh
2S+1   2
Strongest force on any atom   1.16 eV/Å
Charge   +3
DFT total energy   -161757.4681 eV
HOMO-LUMO gap (spin up / spin down)   0.231 / 0.236 Eh
E_HOMO (spin up / spin down)   -19.0539 / -19.2714 eV